Density functional theory data (ωB97M-V/def2-TZVPD) for a molecular structure, C47H59IrN7O4PS in a non-equilibrium geometry.

Its charge is +2. As for the total energy: -3354.1598 hartree. The highest occupied orbital energy is -13.6 eV. As for the energy relative to the best compared isomer or geometry (same formula, charge and spin): 2.3542 eV. For the HOMO-LUMO gap, the calculation gives 8.4 eV.

Structure (XYZ):
```
120
Properties=species:S:1:pos:R:3:forces:R:3:lowdin_charge:R:1
H -0.4876 4.0676 -4.5602 -0.010 -0.029 -0.026 0.13
C 3.6572 1.2349 -2.5476 0.072 -0.107 0.087 -0.17
H 2.5971 4.8008 2.4719 0.032 0.059 0.016 0.09
H 1.6229 -5.8631 -1.5686 0.040 0.021 0.017 0.15
H 0.7606 6.4283 2.1213 -0.009 0.064 -0.048 0.12
H -0.0058 -5.1398 -3.2906 -0.005 -0.006 0.021 0.12
H 4.1068 1.4738 -3.5131 -0.045 0.026 -0.011 0.12
H -0.7628 5.0362 0.7047 -0.022 -0.029 0.039 0.12
H -1.4931 -1.7822 -3.1106 -0.089 -0.059 -0.045 0.09
C 0.2353 4.6805 0.9699 0.098 0.086 -0.131 -0.18
C 0.7767 3.8434 -0.1868 -0.001 -0.021 0.176 -0.17
H 2.6681 -5.5478 0.4133 -0.043 -0.003 -0.041 0.10
C -3.4789 -3.3591 -1.3686 0.131 -0.077 0.144 -0.42
C -2.1221 -0.0399 2.1394 -0.120 0.095 0.220 -0.23
H -2.4447 -4.8078 -0.1760 0.046 -0.028 -0.048 0.11
C 2.2695 3.4713 -0.1023 -0.100 -0.146 0.011 -0.32
C 0.6557 1.3029 3.3109 0.115 -0.084 0.008 -0.17
H 3.5158 -3.9921 0.3001 -0.013 0.018 -0.018 0.10
H -0.0460 1.5253 4.1173 -0.018 0.037 -0.032 0.13
C -0.9740 -2.0304 2.2243 -0.045 -0.020 0.226 -0.15
C -4.9806 -0.0964 0.0863 0.043 -0.018 -0.018 -0.06
P 2.5949 1.8183 0.6333 0.236 -0.005 0.187 0.91
H 4.3801 -1.9800 -1.4310 0.050 -0.003 0.013 0.11
C -3.2051 -5.6483 -2.0142 -0.041 0.013 -0.055 -0.06
C 3.5833 0.6363 3.0223 0.049 0.031 0.048 -0.16
C 0.3075 -4.4745 -2.5005 -0.072 -0.018 -0.138 0.01
C -2.7566 -1.6519 3.7674 -0.017 -0.017 -0.007 0.00
H 3.2726 5.3244 -0.4525 0.061 -0.030 -0.016 0.13
N 1.5974 -4.0420 -0.5692 -0.029 -0.058 -0.001 -0.02
N 0.2223 -2.3213 -1.4521 0.486 -0.007 0.317 0.11
H 4.9501 1.6363 0.6497 0.011 -0.041 0.008 0.13
C 1.1498 5.8663 1.2716 0.002 -0.174 0.112 -0.18
H 3.2096 6.2775 1.7494 0.038 -0.040 0.055 0.12
H -8.0961 -0.2337 1.4071 -0.014 -0.008 -0.051 0.12
S -3.0459 -2.0729 -0.2059 -0.307 -0.311 -0.681 1.11
H 3.8316 -0.0616 2.2278 0.040 -0.021 0.055 0.07
H -4.0935 -6.1833 -3.8885 -0.007 0.004 0.007 0.12
H 5.0972 -0.6596 0.5850 -0.027 0.047 0.048 0.12
H -2.7845 -0.3590 -1.6113 -0.068 0.016 0.060 0.04
C -3.9130 -5.3869 -3.1786 0.069 -0.004 0.022 -0.05
C -4.4060 -4.1088 -3.4358 -0.003 0.037 -0.006 -0.05
H 2.5622 3.2518 -1.1316 0.006 0.012 -0.028 0.09
O -3.3618 2.5287 -0.8230 0.071 0.209 0.076 0.12
C -2.3011 1.2780 1.4695 0.039 0.005 0.094 -0.46
H 1.3628 3.3110 2.9859 0.003 0.036 0.082 0.07
H 2.1828 -4.1756 1.4375 -0.026 -0.030 0.003 0.10
H 0.1071 1.3800 2.3693 -0.007 0.006 0.053 0.07
H 2.4688 -0.5098 -1.9948 0.033 -0.019 0.015 0.07
O -2.9014 2.1770 1.9938 -0.146 0.040 -0.133 0.16
H -2.1656 3.9325 -2.6873 0.000 -0.009 0.031 0.14
H -4.2844 0.6323 -0.3012 0.012 0.038 0.009 0.08
C 1.7609 2.3560 3.3075 0.029 -0.053 0.004 -0.18
H 1.0380 0.2868 -3.2323 -0.009 0.013 0.087 0.10
H 1.2414 -0.6306 2.5069 0.062 -0.012 -0.028 0.07
H 0.6032 -0.7023 4.1495 -0.026 -0.052 -0.055 0.11
H -1.4618 -3.2814 -4.0065 -0.050 0.028 0.005 0.12
H 0.1968 2.9248 -0.2731 0.043 0.096 -0.034 0.06
H 2.6855 1.7306 -2.5166 0.072 0.051 -0.034 0.06
C -5.5809 -2.3711 0.6751 0.040 -0.003 -0.031 -0.08
C -2.9420 -0.4064 3.1910 0.091 -0.079 0.146 0.04
C -1.3470 2.1100 -1.9628 -0.258 0.173 -0.282 -0.22
C -6.8241 -1.9329 1.0957 0.077 -0.014 0.033 -0.05
C -1.4149 3.1706 -2.8437 0.026 -0.030 -0.182 0.03
H -7.5428 -2.6483 1.4718 0.002 0.023 0.032 0.12
H 4.1606 4.2660 0.6350 0.035 0.042 -0.101 0.11
C 4.5560 1.7966 -1.4440 -0.030 -0.065 -0.006 -0.18
H -6.4711 1.3842 0.4801 0.018 -0.002 -0.008 0.13
H 2.1316 2.5006 4.3248 0.017 0.069 -0.015 0.13
H 5.5908 1.5197 -1.6536 0.015 0.044 0.013 0.12
H -1.5677 -3.4507 3.7046 0.018 0.008 0.002 0.12
N -1.1708 -0.8344 1.6592 1.332 -0.825 -0.909 -0.02
H 0.1106 4.0601 1.8579 -0.074 0.015 0.006 0.09
H -3.6964 0.2896 3.5309 0.022 0.026 -0.014 0.14
H -4.9666 -3.9171 -4.3412 -0.016 -0.007 0.013 0.12
H -4.5985 -2.0964 -2.7070 0.015 -0.011 -0.010 0.12
C 1.0872 -2.7604 -0.4998 0.068 -0.158 -0.078 -0.53
H 0.6367 4.4118 -1.1123 0.036 -0.018 0.005 0.12
C -1.7519 -2.4755 3.2759 -0.019 0.070 0.005 -0.02
H 3.5198 -0.7673 -3.3944 -0.078 -0.007 -0.005 0.12
C 2.5787 5.4071 1.5643 -0.088 0.067 -0.186 -0.19
C 2.9546 1.9347 2.4437 -0.378 -0.061 -0.326 -0.31
C -7.1373 -0.5778 1.0432 -0.008 0.006 -0.035 -0.04
H 2.6655 0.4221 4.9769 0.062 -0.048 0.027 0.12
C -2.2548 2.0395 -0.7905 -0.036 -0.005 0.180 -0.48
N -1.0716 -2.6767 -3.3050 0.239 0.058 -0.059 0.21
C -4.1924 -3.0861 -2.5279 -0.143 0.020 0.039 -0.08
H -5.3133 -3.4199 0.7314 -0.074 -0.007 0.006 0.12
H -3.3782 -1.9748 4.5921 -0.012 0.003 -0.015 0.13
N -0.4787 1.1108 -2.0990 1.449 -1.161 0.475 0.00
C 1.1979 -4.8686 -1.5694 0.006 -0.037 -0.008 -0.02
C 1.2319 -0.1215 3.4715 0.010 0.146 0.096 -0.19
C 4.4941 -0.8938 -1.4698 -0.141 0.115 0.056 -0.18
C -0.4970 3.2261 -3.8802 -0.026 0.000 0.055 0.00
H 1.1386 2.1843 -4.8239 -0.005 -0.029 0.008 0.13
H 3.0260 -1.0941 4.1698 0.034 0.022 0.052 0.12
H -0.1627 -2.6221 1.8283 -0.026 0.048 -0.016 0.10
H 3.3538 -0.7377 0.3096 0.056 -0.036 0.067 0.07
C 3.4590 -0.2917 -2.4134 0.161 0.039 -0.054 -0.19
C -0.1960 -3.1416 -2.4166 0.228 0.175 0.058 -0.37
Ir -0.3314 -0.1945 -0.3266 -5.537 2.675 -0.320 1.40
C -6.2263 0.3318 0.5305 -0.048 0.013 0.040 -0.03
C 0.3763 1.1346 -3.1285 -0.072 -0.105 -0.142 -0.10
C 4.2151 1.2370 -0.0556 -0.207 0.118 0.034 -0.31
C -2.9805 -4.6247 -1.1008 -0.073 0.033 0.050 -0.09
H 4.5182 0.8871 3.5259 0.030 0.012 -0.058 0.13
C 0.4112 2.1864 -4.0240 -0.113 0.023 -0.085 -0.02
C 2.5495 -4.4690 0.4578 0.101 0.072 0.029 0.02
C 4.2898 -0.3197 -0.0648 0.050 -0.091 -0.147 -0.19
C 2.6568 -0.0803 4.0075 -0.091 0.041 -0.020 -0.18
H 3.6995 2.7386 2.4558 0.017 -0.015 0.013 0.12
C 3.1590 4.6283 0.3836 0.016 -0.058 0.156 -0.17
H -2.8376 -6.6460 -1.8141 -0.004 0.006 0.013 0.12
H 1.1582 6.5380 0.4069 0.002 0.044 0.041 0.12
H 5.5040 -0.6935 -1.8326 0.001 -0.058 -0.027 0.12
H 4.5345 2.8864 -1.4494 0.048 0.011 -0.006 0.11
N -2.2103 -0.9930 -1.0645 1.173 0.294 0.578 -0.38
N -1.7050 1.3024 0.2220 1.444 -0.338 -0.075 0.01
O 1.4820 0.8629 0.2294 -0.502 -0.443 -0.066 -0.46
C -4.6747 -1.4411 0.1716 0.013 -0.034 0.155 -0.38
O 1.3760 -2.0099 0.4291 0.488 -0.311 0.138 -0.05
```
Positions in Å, forces in eV/Å.